Entry 1:
A gas-phase ion, C12H18N (charge +1). Source: the Open Molecules 2025 dataset; level of theory: the ωB97M-V functional and the def2-TZVPD basis.

Last column: Löwdin charge in e.
Geometry (Å):
H  0.234068  3.584940  0.755104  0.143
H  0.656931  0.643338  -1.918810  0.128
C  -1.592816  -0.751757  0.010733  -0.611
H  1.640599  -1.822231  1.092965  0.145
H  1.025092  -1.008248  -1.573335  0.114
H  0.553439  3.167907  -1.046663  0.137
H  -0.667930  -0.250326  1.828072  0.150
H  3.015182  2.829789  0.228827  0.138
H  -2.462727  -2.867232  -0.252279  0.111
C  -3.009674  -0.197480  0.225600  -0.028
C  -1.617368  -2.334920  0.388679  -0.037
C  3.161347  -0.467837  0.279522  0.005
H  -1.035909  -1.323286  -2.159991  0.132
C  0.723544  0.096321  0.276245  -0.358
H  1.934939  -0.315120  1.969435  0.138
C  -1.013905  -0.530481  -1.365478  -0.105
H  -1.550620  0.330834  -1.963101  0.148
H  3.818414  -1.356504  0.012723  0.178
H  -0.720170  2.362926  -0.085681  0.064
H  -3.424384  -0.436515  1.214335  0.089
C  1.839930  -0.739264  0.970851  -0.060
H  -0.652307  -2.878152  0.013576  0.092
C  0.293777  2.726553  -0.018378  -0.006
C  2.554483  1.861899  0.204689  -0.038
H  -3.556699  -0.778086  -0.578057  0.102
H  -1.792441  -2.617570  1.457927  0.077
N  -0.636544  -0.087830  0.822681  0.066
H  -2.860746  0.901285  -0.137133  0.109
C  0.519745  -0.150698  -1.189416  -0.086
C  1.235741  1.617135  0.260187  -0.109
C  3.387010  0.790611  0.276172  0.172

Forces on the atoms, in the same order (eV/Å):
0.52 -1.40 -1.19
0.63 0.36 0.46
-0.33 -3.26 0.95
0.05 0.61 -0.41
0.94 -0.51 0.04
-0.14 -0.41 1.58
-0.13 0.02 -0.39
-0.35 0.71 0.20
1.59 1.12 1.39
1.03 0.40 -2.76
-0.23 -1.26 -2.40
2.01 -3.21 -0.17
-0.41 0.12 1.31
-0.58 1.61 0.33
-0.24 -0.22 0.37
-0.13 1.56 -2.99
0.82 -1.27 1.55
-1.05 1.44 -0.34
-0.32 -0.32 0.09
0.17 0.62 -0.35
-0.66 -0.06 1.24
-1.46 1.10 0.82
-0.44 1.81 -0.01
2.19 1.57 -0.28
-0.11 1.00 1.04
0.17 0.69 -0.83
2.70 1.59 1.76
-1.15 -1.67 1.23
-2.35 -1.05 -1.72
-1.76 -1.22 -0.94
-0.98 -0.47 0.42

The frontier orbital gap (alpha / beta) is 5.784 / 6.036 eV. As for the HOMO energy (alpha / beta): -12.31 / -12.33 eV. The value obtained for the LUMO energy (alpha / beta) is -6.5 / -6.3 eV. The charge is +1. Its spin multiplicity is 1.

=====

Entry 2:
A molecular structure, C12H18N2. Source: the Open Molecules 2025 dataset; level of theory: the ωB97M-V functional and the def2-TZVPD basis.

Last column: Löwdin charge in e.
Geometry (Å):
C  1.968225  0.314131  0.880290  -0.349
H  3.885065  1.300977  1.458485  0.125
H  2.539726  -0.408144  0.263926  0.137
H  -0.826437  0.130246  -2.918218  0.185
H  -2.131010  -2.056075  -2.994914  0.064
H  -3.385564  -1.168114  -1.947965  0.082
C  -1.327155  0.314203  -1.672065  -0.109
C  -0.079171  -0.540913  0.267029  -0.173
H  -2.527349  0.615785  -1.610066  0.154
H  -2.316664  -3.840769  0.182382  0.144
C  3.018355  1.529221  0.696735  -0.153
H  0.727559  3.945123  0.789026  0.130
C  0.051494  1.780452  0.635266  -0.118
H  1.246970  -1.695835  1.837242  0.148
C  1.042884  2.919971  1.243891  -0.175
H  -0.979567  -3.348477  2.089934  0.144
N  2.396870  2.949487  0.629259  -0.056
C  -0.780245  -2.706002  1.087492  -0.136
H  3.608769  1.235488  -0.193079  0.093
C  -2.696663  -2.038207  -2.110017  -0.036
H  -1.024439  1.546759  1.126337  0.152
C  -1.854606  -1.862893  -0.835029  -0.220
C  0.225858  -1.644260  1.157993  0.023
H  2.093484  -0.066683  1.925349  0.104
N  0.826677  0.543326  0.465135  -0.170
C  -1.671087  -2.865032  0.121481  -0.124
H  2.412912  2.745399  -0.344869  0.066
H  -3.340129  -2.861730  -1.826213  0.070
H  0.997838  2.772228  2.347921  0.115
H  -0.559441  1.096258  -1.561223  0.013
H  -0.487659  2.056729  -0.494072  0.126
C  -1.055503  -0.692648  -0.697445  -0.257

Forces on the atoms, in the same order (eV/Å):
11.95 -0.50 3.67
-1.86 1.09 -0.60
-0.62 -0.46 0.30
-2.31 -0.33 3.33
0.35 -0.06 -1.15
0.36 -0.49 -1.37
0.08 2.49 -4.62
3.08 -2.97 2.75
3.50 -0.20 -0.78
1.03 2.11 -0.43
1.42 -1.64 2.37
-0.47 -1.61 1.87
-1.64 1.33 -1.94
-3.48 0.12 -1.65
-1.83 0.76 -2.74
1.24 0.99 -2.60
1.63 -4.03 1.42
3.26 0.14 5.80
-0.71 1.06 -0.29
-1.58 1.27 4.56
2.72 0.68 0.06
1.96 -0.27 -0.42
-1.06 -0.89 -0.48
-0.10 0.39 0.03
-12.28 2.36 -5.26
-3.38 -1.62 -1.75
-1.56 1.83 -1.49
0.05 -0.69 -0.98
0.64 0.74 -0.86
-1.33 0.13 0.05
2.27 0.27 3.44
-1.31 -1.99 -0.26

The frontier orbital gap is 8.489 eV. As for the HOMO energy: -7.78 eV. The value obtained for the LUMO energy is 0.7 eV. Its spin multiplicity is 1.

=====

Entry 3:
2 unconnected molecules or ions with the total composition C12H18N4O5. Source: the Open Molecules 2025 dataset; level of theory: the ωB97M-V functional and the def2-TZVPD basis.

Last column: Löwdin charge in e.
Geometry (Å):
C  -3.420789  -1.649329  3.555602  -0.037
N  -1.282004  -1.746160  0.406853  0.209
N  -2.630892  0.237828  0.358133  0.186
C  -1.790734  -2.036033  1.575725  -0.234
C  1.570858  1.302526  -2.058989  -0.087
C  2.658226  1.418293  -0.983478  -0.508
H  4.155127  2.984415  0.876406  0.085
H  -4.301379  -1.068894  3.839834  0.075
O  1.821795  -1.932261  -3.646953  0.032
C  4.548169  2.759077  -0.116947  -0.061
H  -0.460309  -3.717342  1.668649  0.091
H  -3.002535  0.967047  -0.241705  0.167
H  5.182252  1.872153  -0.044382  0.087
C  -1.294353  -3.290893  2.234256  -0.021
O  -4.114459  1.364726  3.270658  0.122
C  3.453938  -0.223933  -3.789454  0.005
H  3.915376  -0.936673  -4.471279  0.083
H  4.112407  -0.065625  -2.938156  0.078
H  5.148721  3.599394  -0.468197  0.082
H  3.272826  0.710043  -4.315466  0.074
N  1.340808  -0.067444  -2.530841  0.085
H  -5.647591  2.067718  1.755844  0.135
O  -5.121506  1.431624  1.247101  0.129
H  -0.949539  -3.073555  3.248172  0.088
H  -2.095858  -4.032095  2.280904  0.089
C  -2.817643  -1.192674  2.237361  -0.110
C  -4.204996  0.956533  2.124030  -0.439
H  0.643281  1.685228  -1.633926  0.124
O  2.793545  0.554705  -0.121747  0.052
H  1.832416  1.935347  -2.906137  0.107
H  0.488512  -0.520214  -2.216947  0.106
H  3.271269  3.173179  -1.771407  0.129
H  -3.738181  -2.694312  3.487562  0.083
N  3.442493  2.502261  -1.039443  0.004
C  -1.722832  -0.605439  -0.214675  -0.520
C  -3.209335  -0.014880  1.602594  -0.071
C  2.138977  -0.804037  -3.302921  -0.555
H  -2.680291  -1.559292  4.356706  0.093
O  -1.305773  -0.291012  -1.313343  0.042

Forces on the atoms, in the same order (eV/Å):
0.13 0.12 -0.30
-0.66 -0.09 1.37
-1.47 0.13 1.78
-0.36 0.78 -0.42
0.30 -0.69 -0.44
-0.20 -1.51 0.83
0.13 -0.01 0.00
0.25 0.02 -0.09
-0.12 -0.13 0.08
-0.38 -0.33 0.05
-0.25 0.24 0.00
0.26 -0.11 0.17
-0.10 0.09 0.01
0.08 0.09 -0.01
-0.54 -0.56 -1.36
-0.28 -0.03 0.18
-0.13 0.05 0.11
0.14 0.22 0.03
-0.19 -0.09 -0.07
0.17 0.23 0.01
-0.66 1.48 1.10
-0.04 0.08 -0.07
0.67 -0.60 0.28
-0.14 -0.09 0.01
0.02 0.04 0.13
-0.48 0.92 -0.09
0.36 1.08 1.66
-0.05 -0.16 -0.03
-0.01 0.56 -0.49
-0.03 0.18 -0.10
0.03 0.05 0.06
0.07 -0.10 0.06
0.17 0.08 0.01
0.53 1.05 -0.43
0.80 0.16 -1.38
1.14 -2.35 -1.00
0.76 -0.91 -0.97
-0.15 -0.08 -0.02
0.24 0.19 -0.69

The frontier orbital gap is 8.217 eV. As for the HOMO energy: -8.80 eV. The SMILES is Cc1nc(=O)[nH]c(C(=O)O)c1C.CNC(=O)CNC(C)=O. The value obtained for the LUMO energy is -0.6 eV. Its spin multiplicity is 1.

=====

Across the entries above, energy above the lowest of the compared OMol25 structures with the same formula, charge and spin takes the values 6.335; 7.459; 0.000 eV, respectively.